No. 1
2 unconnected molecules or ions with the total composition ClH2NOS. Source: the Open Molecules 2025 dataset; level of theory: ωB97M-V/def2-TZVPD.

XYZ file:
```
6
Properties=species:S:1:pos:R:3:lowdin_charge:R:1
N -0.821 -1.168 1.293 -0.3052
O 0.512 0.697 0.456 -0.6333
S 0.097 -0.031 1.615 0.8384
Cl 0.464 0.354 -2.179 0.3226
H 0.782 1.342 -1.453 -0.2473
H -1.033 -1.194 0.267 0.0249
```

Energy above the lowest of the compared OMol25 structures with the same formula, charge and spin = 0.373 eV
Net charge = 0
LUMO = -0.7 eV

No. 2
2 unconnected molecules or ions with the total composition HN2O3. Source: the Open Molecules 2025 dataset; level of theory: ωB97M-V/def2-TZVPD.

XYZ file:
```
6
Properties=species:S:1:pos:R:3:lowdin_charge:R:1
N -1.498 -0.020 -0.364 0.0914
N 1.514 -0.004 -0.053 -0.0822
O 1.543 -1.099 -0.275 0.4345
O -0.666 0.037 0.422 -0.0332
O 1.675 1.095 0.186 0.4196
H -2.568 -0.009 0.084 0.1698
```

Energy above the lowest of the compared OMol25 structures with the same formula, charge and spin = 1.942 eV
Net charge = +1
LUMO (spin up / spin down) = -7.4 / -7.4 eV

No. 3
C15H11F21OS in the gas phase. Source: the Open Molecules 2025 dataset; level of theory: ωB97M-V/def2-TZVPD.

XYZ file:
```
49
Properties=species:S:1:pos:R:3:lowdin_charge:R:1
O -4.715 0.032 -1.442 -0.1240
C -6.097 0.376 -1.684 -0.2538
C -6.335 1.846 -1.471 -0.2645
C -6.229 2.358 -0.038 -0.4563
S -4.534 2.316 0.671 0.8892
C -3.478 3.457 -0.318 -0.4039
C -2.539 2.613 -1.213 -0.1395
C -1.499 1.724 -0.473 -0.4533
F -0.817 2.517 0.374 0.1250
F -2.083 0.709 0.166 0.1161
C -0.484 1.156 -1.581 -0.3321
F -1.222 0.716 -2.620 0.1540
F 0.200 2.247 -2.034 0.1361
C 0.459 0.005 -1.167 -0.3149
F 1.187 -0.275 -2.287 0.1453
F -0.243 -1.136 -0.922 0.1599
C 1.404 0.315 0.035 -0.3261
F 0.651 0.409 1.159 0.1586
F 2.057 1.494 -0.114 0.1735
C 2.408 -0.849 0.234 -0.2861
F 1.813 -2.067 0.487 0.1465
F 3.151 -0.997 -0.904 0.1407
C 3.487 -0.550 1.351 -0.2956
F 4.328 0.392 0.819 0.1405
F 2.955 -0.007 2.490 0.1477
C 4.299 -1.793 1.854 -0.2849
F 3.446 -2.640 2.558 0.1280
F 5.159 -1.280 2.768 0.1514
C 5.140 -2.577 0.764 -0.2700
F 5.726 -1.652 -0.114 0.1193
F 4.353 -3.372 0.003 0.1536
C 6.329 -3.471 1.315 -0.2970
F 7.381 -2.641 1.674 0.1317
F 6.797 -4.190 0.262 0.1582
C 6.003 -4.409 2.485 -0.4785
F 4.942 -5.226 2.236 0.1657
F 7.086 -5.207 2.779 0.1419
F 5.796 -3.775 3.648 0.1722
H -4.431 0.387 -0.566 0.0078
H -6.666 -0.224 -0.959 0.1165
H -6.417 0.077 -2.702 0.1260
H -5.663 2.412 -2.113 0.1053
H -7.343 2.070 -1.802 0.1096
H -6.826 1.719 0.623 0.0771
H -6.656 3.397 0.030 0.0907
H -4.132 4.053 -0.926 0.0722
H -2.946 4.148 0.357 0.0843
H -3.158 2.018 -1.904 0.1146
H -2.042 3.379 -1.792 0.1215
```

Energy above the lowest of the compared OMol25 structures with the same formula, charge and spin = 0.152 eV
Net charge = 0
SMILES string = OCCCSCCC(F)(F)C(F)(F)C(F)(F)C(F)(F)C(F)(F)C(F)(F)C(F)(F)C(F)(F)C(F)(F)C(F)(F)F
LUMO = 0.6 eV

No. 4
A gas-phase ion, C2H10N3 (charge +1). Source: the Open Molecules 2025 dataset; level of theory: ωB97M-V/def2-TZVPD.

XYZ file:
```
15
Properties=species:S:1:pos:R:3:lowdin_charge:R:1
C 1.277 -1.144 -0.434 0.0372
C 0.157 -0.167 0.295 -0.3223
N 0.628 1.264 0.054 0.1952
N -1.086 -0.216 -0.393 -0.1181
N -2.094 0.432 0.321 0.0338
H 0.910 -1.383 -1.381 0.0617
H 2.271 -0.657 -0.218 0.1030
H 1.373 -2.069 0.026 0.0515
H 0.105 -0.305 1.336 0.1317
H 1.619 1.439 0.296 0.1695
H 0.048 1.820 0.743 0.1747
H 0.351 1.618 -0.895 0.1925
H -1.244 -1.187 -0.449 0.1112
H -2.190 0.025 1.204 0.0764
H -2.809 0.653 -0.343 0.1021
```

Energy above the lowest of the compared OMol25 structures with the same formula, charge and spin = 2.690 eV
Net charge = +1
SMILES string = C[C@@H]([NH3+])NN
LUMO = -3.4 eV

No. 5
A molecular structure, C31H51N11Ti. Source: the Open Molecules 2025 dataset; level of theory: ωB97M-V/def2-TZVPD.

XYZ file:
```
94
Properties=species:S:1:pos:R:3:lowdin_charge:R:1
Ti 0.089 -0.130 -0.173 1.0680
C 3.669 -1.345 -2.419 0.0059
C 2.646 -0.912 -1.423 -0.2768
N 1.503 -0.347 -1.737 -0.0516
C 1.388 0.346 -3.012 -0.1752
C 0.047 1.041 -3.061 -0.1725
N -0.268 1.604 -1.734 -0.0905
C -1.623 2.185 -1.722 -0.1576
C -2.590 1.117 -1.257 -0.1624
N -2.097 0.565 0.014 -0.1112
C -2.304 1.467 1.166 -0.1473
C -1.031 2.220 1.515 -0.1785
N 0.112 1.335 1.331 -0.0304
C 1.142 1.453 2.131 -0.2826
C 1.291 2.523 3.166 -0.0004
C 2.201 0.557 1.773 -0.2261
C 3.428 0.374 2.403 0.0037
C 4.364 -0.502 1.871 -0.0340
C 4.110 -1.065 0.625 0.0135
C 2.908 -0.817 -0.020 -0.2308
N 1.889 -0.135 0.629 -0.0208
H 3.206 -1.681 -3.344 0.0839
H 4.274 -2.163 -2.031 0.0906
H 4.345 -0.521 -2.658 0.1098
H 1.527 -0.298 -3.881 0.1038
H 2.194 1.093 -3.048 0.1425
H -0.745 0.328 -3.289 0.0861
H 0.042 1.821 -3.830 0.1405
H 0.410 2.334 -1.522 0.1400
H -1.904 2.563 -2.711 0.1366
H -1.638 3.039 -1.045 0.1160
H -2.630 0.301 -1.980 0.0972
H -3.604 1.519 -1.152 0.1393
H -2.584 -0.301 0.209 0.0746
H -2.604 0.847 2.010 0.1078
H -3.125 2.164 0.968 0.1362
H -1.104 2.592 2.540 0.1163
H -0.898 3.102 0.879 0.1210
H 1.147 3.503 2.709 0.1040
H 2.281 2.509 3.612 0.0828
H 0.560 2.438 3.972 0.0866
H 3.662 0.932 3.298 0.1206
H 5.315 -0.658 2.357 0.1167
H 4.883 -1.635 0.129 0.1260
C 1.768 -3.543 1.355 -0.0153
N 1.260 -2.869 2.540 -0.1092
C 1.534 -3.610 3.766 -0.0247
C 0.315 -1.904 2.474 -0.3767
N -0.458 -1.719 1.377 0.0436
C -1.005 -2.940 0.913 -0.2627
C -1.357 -3.983 1.775 -0.0286
C -1.751 -5.217 1.287 -0.0676
C -1.786 -5.431 -0.086 -0.0677
C -1.525 -4.375 -0.941 -0.0317
C -1.214 -3.105 -0.452 -0.2612
N -1.073 -1.989 -1.322 0.0936
C -1.973 -2.046 -2.312 -0.4106
N -3.282 -2.382 -2.148 -0.1290
C -3.962 -2.373 -0.864 -0.0146
C -3.973 -3.238 -3.111 -0.0258
N -1.608 -1.728 -3.585 -0.1625
C -0.372 -2.256 -4.139 -0.0270
C -2.524 -1.175 -4.570 -0.0475
N 0.158 -1.114 3.553 -0.1033
C -1.117 -0.494 3.857 -0.0135
C 1.197 -0.867 4.543 -0.0317
H 1.321 -4.536 1.263 0.1051
H 2.850 -3.641 1.450 0.1027
H 1.542 -2.970 0.462 0.0787
H 1.334 -4.667 3.575 0.1050
H 0.884 -3.281 4.572 0.0882
H 2.575 -3.502 4.074 0.1045
H -1.308 -3.829 2.846 0.1204
H -2.005 -6.011 1.974 0.1126
H -2.035 -6.403 -0.485 0.1125
H -1.563 -4.531 -2.012 0.1201
H -3.456 -1.731 -0.154 0.0695
H -3.996 -3.375 -0.430 0.1048
H -4.981 -2.013 -1.014 0.1096
H -3.337 -3.462 -3.959 0.0871
H -4.894 -2.771 -3.460 0.1056
H -4.222 -4.179 -2.615 0.1042
H 0.327 -2.472 -3.336 0.0869
H 0.063 -1.528 -4.823 0.0870
H -0.575 -3.164 -4.714 0.1050
H -3.429 -0.816 -4.086 0.0965
H -2.797 -1.905 -5.335 0.0999
H -2.035 -0.337 -5.073 0.0962
H -1.868 -0.854 3.159 0.0861
H -1.044 0.594 3.794 0.0768
H -1.409 -0.756 4.875 0.1089
H 2.157 -1.215 4.176 0.0830
H 0.969 -1.355 5.493 0.1054
H 1.255 0.208 4.721 0.0900
```

Energy above the lowest of the compared OMol25 structures with the same formula, charge and spin = 0.107 eV
Net charge = +2
LUMO (spin up / spin down) = -5.5 / -5.5 eV

No. 6
3 unconnected molecules or ions with the total composition C16H36N3O5Si. Source: the Open Molecules 2025 dataset; level of theory: ωB97M-V/def2-TZVPD.

XYZ file:
```
61
Properties=species:S:1:pos:R:3:lowdin_charge:R:1
C -2.838 -0.043 -0.242 -0.1487
Si -1.339 -0.343 -1.313 0.4577
C 0.013 0.810 -0.690 -0.1294
C -0.827 -2.146 -0.985 -0.1325
O -1.780 -0.078 -2.913 -0.1891
C -0.752 0.139 -3.857 -0.2394
C -0.152 -1.165 -4.430 -0.1024
C 1.348 -1.283 -4.301 -0.2950
C 1.863 -2.703 -4.247 -0.0783
N 3.246 -2.436 -3.764 0.1610
C 3.123 -1.444 -2.885 -0.3444
N 4.021 -1.139 -1.943 0.1921
N 1.932 -0.762 -3.035 0.1521
H -3.655 -0.721 -0.434 0.0344
H -2.481 -0.164 0.775 0.0349
H -3.137 0.991 -0.314 0.0308
H 0.307 1.582 -1.382 0.0364
H -0.370 1.317 0.187 0.0135
H 0.866 0.227 -0.366 0.0095
H -0.185 -2.501 -1.785 -0.0093
H -0.228 -2.135 -0.083 0.0243
H -1.687 -2.780 -0.865 0.0371
H 0.051 0.773 -3.492 0.0967
H -1.197 0.672 -4.683 0.1209
H -0.637 -2.049 -4.041 0.1165
H -0.337 -1.178 -5.493 0.1224
H 1.859 -0.783 -5.110 0.1581
H 1.356 -3.208 -3.430 0.1264
H 1.795 -3.283 -5.148 0.1377
H 3.550 -3.231 -3.194 0.1800
H 4.842 -0.588 -2.124 0.1326
H 3.865 -1.506 -1.007 0.0871
H 1.351 -1.181 -2.288 0.1317
O 3.533 -2.766 0.668 0.0660
C 2.958 -2.294 1.625 -0.5239
O 2.852 -0.966 1.719 -0.0028
C 2.063 -0.302 2.728 -0.2206
C 2.838 -0.120 4.014 -0.0535
C 2.455 -3.169 2.742 0.0248
H 1.118 -0.825 2.880 0.1152
H 1.820 0.669 2.306 0.1220
H 3.115 -1.076 4.459 0.0720
H 2.242 0.435 4.737 0.0886
H 3.759 0.429 3.824 0.0887
H 3.278 -3.366 3.427 0.1052
H 2.120 -4.110 2.315 0.0956
H 1.622 -2.744 3.294 0.0766
O -0.989 3.234 1.748 0.0896
C -2.018 3.481 2.323 -0.5255
O -3.088 2.711 2.075 -0.0148
C -4.304 2.757 2.832 -0.2282
C -5.243 3.831 2.326 -0.0601
C -2.147 4.667 3.248 0.0177
H -4.091 2.860 3.897 0.1152
H -4.759 1.777 2.697 0.1222
H -4.811 4.826 2.430 0.0700
H -6.183 3.805 2.877 0.0852
H -5.454 3.678 1.268 0.0847
H -2.368 5.552 2.652 0.1002
H -1.195 4.812 3.752 0.0919
H -2.909 4.552 4.015 0.0726
```

Energy above the lowest of the compared OMol25 structures with the same formula, charge and spin = 0.000 eV
Net charge = +1
LUMO = -3.9 eV

No. 7
C8H9FINO3S in the gas phase. Source: the Open Molecules 2025 dataset; level of theory: ωB97M-V/def2-TZVPD.

XYZ file:
```
24
Properties=species:S:1:pos:R:3:lowdin_charge:R:1
C 0.824 -0.124 -0.645 0.0209
C 2.035 1.877 -0.301 -0.1218
C -0.044 1.759 0.533 -0.1085
C 2.016 0.522 -0.740 -0.2332
C -0.264 0.480 -0.003 -0.1333
C 3.240 -0.202 -1.215 -0.0401
C -2.484 1.114 0.378 -0.1034
C -1.450 -2.072 1.917 -0.4633
N 1.053 2.430 0.275 0.0734
O -1.207 -2.333 -1.109 -0.3165
O -3.430 -1.614 -0.061 -0.3354
O -1.641 0.028 0.260 -0.2770
F -0.112 -2.212 1.771 -0.1566
S -2.055 -2.042 0.019 0.5697
I -2.213 -4.283 1.675 0.6715
H 0.738 -1.149 -1.230 0.1606
H 2.911 2.521 -0.490 0.1279
H -0.503 2.051 1.492 0.1342
H 4.169 0.151 -0.670 0.1086
H 3.171 -1.236 -1.107 0.0569
H 3.521 -0.014 -2.210 0.0638
H -2.185 1.741 1.237 0.0866
H -2.529 1.710 -0.450 0.0796
H -3.561 0.896 0.674 0.1352
```

Net charge = 0
LUMO = -0.5 eV